Computed, not measured: C15H11AuClIN2O6S as an isolated structure at a distorted geometry, with the ωB97M-V functional and the def2-TZVPD basis.

XYZ file:
```
38
Properties=species:S:1:pos:R:3:forces:R:3:nbo_charge:R:1
Au 0.0698 -0.0529 -0.1088 -0.65 2.63 0.86 1.536
Cl 5.9820 -0.1517 3.7233 0.41 -0.07 0.12 0.012
C 4.3514 -0.0631 3.1837 -0.62 0.07 0.13 -0.062
C 3.3358 0.0283 4.1124 0.83 0.03 -0.37 -0.221
C 2.0150 0.1236 3.7049 -1.14 -0.03 -0.83 -0.257
I 0.4512 0.2299 5.0874 0.22 -0.01 0.01 0.164
C 1.6354 0.1082 2.3511 2.58 -0.26 1.21 0.388
O 0.4126 0.1084 2.0004 -2.22 -0.22 -2.30 -0.676
C 2.7096 0.0476 1.3969 0.23 0.03 1.09 0.083
N 2.3635 0.0628 0.1033 -0.67 -0.17 -0.71 -0.472
C 3.2594 -0.0516 -0.8410 -0.02 0.07 -0.08 0.083
C 4.6274 -0.1330 -0.5430 0.15 -0.05 0.29 -0.251
C 5.0283 -0.1402 0.7701 -0.13 -0.06 -0.35 -0.117
C 4.0669 -0.0607 1.7964 -0.32 0.18 0.24 -0.099
H 3.5742 0.0259 5.1649 0.04 0.01 0.06 0.243
H 2.8829 -0.0954 -1.8527 0.04 0.04 -0.13 0.228
H 5.3442 -0.2000 -1.3464 0.03 -0.04 -0.04 0.234
H 6.0706 -0.2325 1.0332 0.09 0.05 -0.01 0.238
O -1.9049 -1.4495 0.0721 -0.16 -0.12 -0.10 -0.760
C -3.1000 -0.7327 0.0287 -0.20 -0.43 0.21 -0.105
C -2.9568 0.7693 0.0450 -0.38 0.02 0.08 0.225
C -4.1155 1.5468 0.0423 0.26 0.11 -0.01 -0.234
C -4.0041 2.9208 0.0015 0.10 -0.15 -0.03 -0.134
C -2.7370 3.4886 -0.0406 0.13 -0.13 0.04 -0.253
C -1.6406 2.6507 -0.0073 0.01 0.67 0.02 0.065
N -1.7627 1.3314 0.0475 0.65 -0.95 0.04 -0.469
H -1.7446 -1.8335 -0.8596 -0.46 -0.01 0.62 0.509
H -3.6974 -1.0214 0.9062 -0.04 0.11 -0.22 0.201
H -3.6637 -0.9816 -0.8792 -0.02 -0.05 0.11 0.211
H -5.0788 1.0621 0.0608 -0.10 -0.08 0.00 0.230
H -4.8843 3.5448 -0.0090 -0.09 0.05 0.00 0.228
H -2.6027 4.5559 -0.0955 0.06 0.10 0.01 0.234
H -0.6330 3.0354 -0.0288 0.08 0.09 0.02 0.215
O 0.3932 -1.5929 -3.7344 -0.19 0.44 0.07 -0.916
S -0.2483 -1.3975 -2.4721 1.51 -1.96 -0.69 2.540
O 0.6606 -1.8052 -1.3162 -0.19 -0.55 -0.74 -0.981
O -0.4233 0.0955 -2.1543 0.41 0.54 1.47 -0.881
O -1.5390 -2.0632 -2.3400 -0.20 0.10 -0.10 -0.978
```
Forces are in eV/Å.

Its total energy is -66146.609 eV. For the HOMO energy (alpha / beta), the calculation gives -8.02 / -7.99 eV. Its spin multiplicity is 1.

Computed, not measured: one molecule with the formula C15H11Cl2FN2O2 at a distorted geometry, with the ωB97M-V functional and the def2-TZVPD basis.

XYZ file:
```
33
Properties=species:S:1:pos:R:3:forces:R:3:nbo_charge:R:1
N -1.3845 0.5370 1.5874 -0.27 -0.31 0.00 -0.819
C -0.5475 1.3288 0.8846 -0.50 -0.31 0.01 0.415
C 0.1287 2.4501 1.6306 0.05 -0.18 -0.15 -0.464
C 1.3089 1.8864 2.3733 0.00 0.05 0.24 -0.051
C 2.5149 1.7004 1.7058 -0.04 -0.01 0.15 -0.162
C 3.6191 1.1614 2.3373 0.03 -0.03 0.08 -0.226
C 3.5241 0.7951 3.6716 -0.33 0.13 -0.14 -0.029
Cl 4.8909 0.1280 4.4841 0.18 -0.08 0.10 0.021
C 2.3355 0.9547 4.3644 0.10 -0.04 -0.02 -0.250
C 1.2407 1.4902 3.7052 0.36 0.01 -0.20 -0.015
Cl -0.2332 1.6581 4.6047 -0.19 0.03 0.18 -0.004
N -0.2463 1.2232 -0.3484 0.74 0.61 -1.18 -0.226
O -0.8509 0.1172 -1.0144 -0.30 0.03 1.51 -0.417
C -0.7311 0.1566 -2.3551 0.19 0.30 -0.53 0.778
O -0.2265 1.0372 -2.9878 -0.12 -0.17 0.13 -0.532
C -1.3251 -1.0918 -2.9245 -0.03 0.10 -0.15 -0.232
C -1.1943 -2.3131 -2.2688 -0.06 0.02 -0.09 -0.148
C -1.7084 -3.4714 -2.8212 0.04 -0.10 0.07 -0.238
C -2.3687 -3.4278 -4.0389 0.03 0.08 0.04 -0.174
C -2.5177 -2.2248 -4.7052 0.04 0.15 -0.01 -0.284
C -1.9925 -1.0723 -4.1469 0.03 -0.09 0.11 0.444
F -2.1708 0.0849 -4.7980 0.03 -0.11 0.06 -0.304
H -1.4779 0.6454 2.5818 0.01 0.00 -0.06 0.408
H -1.7901 -0.2664 1.1402 0.02 0.00 0.04 0.410
H 0.4688 3.1837 0.9018 -0.08 -0.02 0.03 0.258
H -0.5803 2.9103 2.3183 0.02 0.06 -0.10 0.238
H 2.5718 1.9802 0.6653 0.02 0.03 -0.14 0.236
H 4.5459 1.0259 1.8038 0.10 -0.02 -0.03 0.234
H 2.2620 0.6627 5.3999 -0.01 -0.02 0.07 0.241
H -0.6709 -2.3435 -1.3256 0.02 0.01 0.07 0.226
H -1.5924 -4.4110 -2.3030 0.02 -0.07 0.04 0.218
H -2.7699 -4.3316 -4.4712 -0.04 -0.07 -0.04 0.219
H -3.0323 -2.1635 -5.6511 -0.05 0.04 -0.08 0.233
```
Forces are in eV/Å.

Its total energy is -50570.610 eV. For the HOMO energy, the calculation gives -9.24 eV. As for the structure (SMILES): N/C(Cc1ccc(Cl)cc1Cl)=N\OC(=O)c1ccccc1F. Its spin multiplicity is 1.

The evaluated energy relative to the best compared isomer or geometry (same formula, charge and spin) for the records listed, in turn: 141.4; 174.5 kJ/mol.